Record 1
C39H35OZr | wB97M-V/def2-TZVPD

The geometry in XYZ format:
```
76
Properties=species:S:1:pos:R:3:lowdin_charge:R:1
C 6.341 -2.213 -2.246 -0.10
C 5.475 -2.797 -3.168 -0.08
C 4.734 -2.012 -4.054 -0.02
C 4.835 -0.622 -3.959 -0.24
O 3.941 0.216 -4.650 -0.02
C 2.594 0.183 -4.283 -0.25
C 2.073 1.301 -3.615 0.01
C 0.812 1.221 -3.049 -0.03
C 0.013 0.074 -3.193 -0.15
C -1.351 0.127 -2.473 -0.28
C -2.519 -0.836 -2.766 -0.16
C -3.778 -0.368 -2.321 -0.05
C -4.924 -1.144 -2.448 -0.10
C -4.837 -2.393 -3.081 -0.10
C -3.593 -2.871 -3.512 -0.09
C -2.434 -2.103 -3.323 -0.04
C 0.512 -0.975 -3.960 -0.02
C 1.807 -0.948 -4.490 -0.01
C 5.776 -0.020 -3.112 -0.01
C 6.503 -0.827 -2.237 -0.09
H 6.888 -2.818 -1.524 0.10
H 5.355 -3.879 -3.178 0.10
H 4.048 -2.458 -4.778 0.10
H 2.658 2.220 -3.599 0.12
H 0.435 2.113 -2.534 0.12
H -1.782 1.107 -2.734 0.14
H -3.865 0.637 -1.900 0.12
H -5.886 -0.770 -2.098 0.10
H -5.727 -2.996 -3.218 0.09
H -3.501 -3.829 -4.041 0.10
H -1.465 -2.493 -3.651 0.08
H -0.125 -1.810 -4.199 0.07
H 2.137 -1.762 -5.133 0.11
H 5.870 1.069 -3.119 0.12
H 7.195 -0.346 -1.547 0.10
C -1.098 0.194 -1.012 -0.09
Zr -0.734 0.784 3.218 1.30
C 1.424 0.728 2.960 -0.32
C -1.209 -0.811 4.851 -0.31
C -2.518 -0.565 4.316 -0.21
C -2.668 -1.328 3.097 -0.26
C -3.699 -1.377 2.132 -0.06
C -3.535 -2.179 1.011 -0.14
C -2.334 -2.882 0.787 -0.14
C -1.271 -2.782 1.674 -0.07
C -1.424 -2.014 2.852 -0.24
C -0.509 -1.636 3.909 -0.19
C -2.397 2.581 3.096 -0.22
C -1.705 2.463 4.372 -0.28
C -0.426 3.155 4.231 -0.29
C 0.624 3.404 5.146 -0.05
C 1.740 4.103 4.726 -0.11
C 1.849 4.560 3.385 -0.11
C 0.837 4.334 2.467 -0.06
C -0.320 3.628 2.868 -0.25
C -1.497 3.179 2.155 -0.13
H -2.047 0.248 -0.436 0.07
H -0.528 1.082 -0.732 0.06
H -0.534 -0.675 -0.600 0.10
H 1.981 0.914 3.895 -0.02
H 1.722 -0.256 2.545 -0.03
H 1.756 1.479 2.220 -0.03
H -0.831 -0.483 5.818 0.08
H -3.349 -0.066 4.818 0.10
H -4.598 -0.773 2.278 0.10
H -4.336 -2.280 0.277 0.08
H -2.238 -3.501 -0.109 0.09
H -0.307 -3.258 1.487 0.10
H 0.499 -2.042 3.977 0.10
H -3.471 2.454 2.969 0.10
H -2.092 2.076 5.317 0.10
H 0.495 3.030 6.165 0.11
H 2.550 4.308 5.425 0.09
H 2.747 5.104 3.100 0.09
H 0.927 4.680 1.432 0.11
H -1.688 3.440 1.108 0.09
```

Results
- Frontier orbital gap: 3.7 eV
- Net charge: -1
- Maximum force: 0.0594 Eh/bohr
- Total energy: -44337.0345 eV
- Energy relative to the best compared isomer or geometry (same formula, charge and spin): 0.0 kJ/mol
- LUMO energy: 2.45 eV

=====

Record 2
C39H36Cl6N6O12 | wB97M-V/def2-TZVPD

The geometry in XYZ format:
```
99
Properties=species:S:1:pos:R:3:lowdin_charge:R:1
C 13.754 9.911 14.515 -0.05
C 14.320 11.128 14.781 -0.07
C 13.573 12.151 15.373 0.00
C 12.282 11.895 15.710 -0.15
C 11.621 10.718 15.385 -0.01
C 12.346 9.743 14.770 -0.04
N 11.539 13.017 16.315 -0.30
O 10.483 12.746 16.840 0.09
O 12.018 14.154 16.220 0.04
H 14.354 9.134 14.034 0.11
H 15.369 11.194 14.644 0.10
H 14.036 13.053 15.726 0.12
H 10.635 10.510 15.710 0.12
H 11.859 8.835 14.492 0.10
C 20.997 15.387 8.786 -0.08
C 20.093 15.364 9.791 -0.07
C 18.716 15.614 9.610 0.02
C 18.337 15.936 8.311 -0.14
C 19.262 16.024 7.264 -0.02
C 20.576 15.702 7.481 -0.06
N 16.896 16.176 8.069 -0.40
O 16.580 16.324 6.922 0.09
O 16.185 16.163 8.996 0.09
H 22.051 15.177 8.960 0.11
H 20.458 15.185 10.749 0.09
H 17.965 15.581 10.407 0.10
H 18.965 16.238 6.269 0.11
H 21.279 15.718 6.621 0.12
C 9.060 16.873 18.722 -0.10
C 8.366 15.732 19.077 -0.07
C 9.052 14.562 19.274 0.00
C 10.424 14.524 19.194 -0.18
C 11.107 15.648 18.869 -0.02
C 10.453 16.833 18.618 -0.05
N 11.089 13.254 19.510 -0.33
O 10.421 12.235 19.638 0.06
O 12.321 13.223 19.625 0.06
H 8.503 17.805 18.642 0.08
H 7.311 15.849 19.217 0.10
H 8.541 13.651 19.586 0.13
H 12.167 15.628 18.772 0.11
H 10.941 17.740 18.550 0.06
C 13.574 18.530 21.677 -0.07
C 12.488 19.343 21.822 -0.08
C 11.921 20.034 20.772 0.00
C 12.415 19.854 19.512 -0.19
C 13.483 19.051 19.315 -0.02
C 14.087 18.358 20.371 -0.04
N 11.776 20.661 18.471 -0.35
O 10.799 21.321 18.693 0.10
O 12.408 20.754 17.431 0.06
H 14.094 18.092 22.562 0.13
H 12.078 19.462 22.835 0.12
H 11.080 20.643 20.903 0.11
H 13.922 18.924 18.305 0.13
H 14.991 17.747 20.258 0.11
C 12.264 16.256 10.840 -0.08
C 12.759 14.979 11.103 -0.08
C 12.139 14.182 12.018 0.01
C 10.958 14.665 12.643 -0.15
C 10.532 15.943 12.480 0.01
C 11.218 16.747 11.544 -0.06
N 10.089 13.761 13.371 -0.34
O 9.214 14.264 14.038 0.08
O 10.230 12.561 13.142 0.08
H 12.846 16.939 10.195 0.13
H 13.638 14.737 10.506 0.11
H 12.603 13.228 12.200 0.12
H 9.678 16.333 12.977 0.10
H 10.987 17.780 11.390 0.11
C 13.131 18.665 14.540 -0.04
C 13.166 17.271 14.650 -0.08
C 14.016 16.501 13.952 -0.01
C 14.947 17.197 13.154 -0.17
C 14.955 18.520 12.941 -0.02
C 14.001 19.259 13.646 -0.05
N 15.960 16.386 12.489 -0.28
O 17.106 16.877 12.282 0.02
O 15.622 15.257 12.146 0.08
H 12.458 19.209 15.262 0.10
H 12.412 16.765 15.266 0.11
H 14.139 15.429 14.156 0.13
H 15.756 19.021 12.386 0.06
H 13.967 20.324 13.560 0.10
C 18.090 19.086 10.158 -1.01
Cl 19.763 19.536 10.404 0.55
Cl 16.946 20.390 10.562 0.54
H 17.939 18.934 9.111 0.01
H 17.883 18.301 10.813 -0.04
C 18.356 19.983 14.910 -0.97
Cl 18.613 19.571 16.686 0.44
Cl 17.257 21.320 14.541 0.51
H 19.356 20.205 14.544 0.02
H 17.927 19.043 14.494 0.02
C 8.072 17.761 15.304 -0.99
Cl 6.745 17.664 16.448 0.56
Cl 9.226 19.063 15.728 0.51
H 8.599 16.811 15.394 0.02
H 7.689 17.981 14.340 0.01
```

Results
- Frontier orbital gap: 9.0 eV
- SMILES: O=[N+]([O-])c1ccccc1.O=[N+]([O-])c1ccccc1.O=[N+]([O-])c1ccccc1.O=[N+]([O-])c1ccccc1.O=[N+]([O-])c1ccccc1.O=[N+]([O-])c1ccccc1.ClCCl.ClCCl.ClCCl
- Net charge: 0
- Maximum force: 0.0761 Eh/bohr
- Total energy: -149654.6800 eV
- LUMO energy: -0.83 eV